No. 1
56
Properties=species:S:1:pos:R:3 method="wB97M-V/def2-TZVPD" spin_multiplicity=1 gap_ev=9.43
N 5.408 0.010 3.698
B 4.488 -0.908 3.136
S 5.075 -2.673 2.997
C 3.067 -0.527 2.567
C 2.448 0.725 3.210
C 0.938 0.785 3.079
F 0.539 0.224 1.917
F 0.517 2.072 3.066
C 0.230 0.097 4.300
F 0.329 0.942 5.332
F 0.890 -1.026 4.618
S -1.606 -0.391 4.102
F -1.810 0.703 2.976
F -1.151 -1.464 3.015
F -1.455 -1.485 5.240
F -2.088 0.650 5.186
F -3.096 -0.849 3.891
H 5.186 0.990 3.582
H 5.776 -0.171 4.620
H 4.096 -3.254 3.702
H 3.154 -0.382 1.485
H 2.434 -1.405 2.709
H 2.798 1.629 2.706
H 2.700 0.787 4.271
C -0.094 -0.667 -2.045
O 0.322 -1.931 -2.530
C 1.725 -2.121 -2.496
C 2.149 -2.970 -1.317
O 1.903 -2.310 -0.088
C 0.738 -2.757 0.581
H -1.179 -0.687 -1.962
H 0.335 -0.451 -1.063
H 0.181 0.129 -2.745
H 2.241 -1.156 -2.459
H 2.016 -2.626 -3.423
H 3.224 -3.164 -1.382
H 1.627 -3.932 -1.347
H 0.878 -3.768 0.981
H -0.135 -2.752 -0.077
H 0.563 -2.072 1.404
C -2.962 0.480 -4.364
O -2.423 1.495 -3.536
C -2.077 2.674 -4.242
C -3.108 3.765 -4.057
O -4.350 3.426 -4.649
C -5.320 2.980 -3.721
H -3.342 -0.307 -3.715
H -3.779 0.859 -4.984
H -2.187 0.055 -5.011
H -1.951 2.460 -5.309
H -1.117 3.026 -3.852
H -2.748 4.679 -4.540
H -3.236 3.974 -2.989
H -5.665 3.805 -3.087
H -4.932 2.181 -3.085
H -6.165 2.604 -4.295

=====

No. 2
47
Properties=species:S:1:pos:R:3 method="wB97M-V/def2-TZVPD" spin_multiplicity=1 gap_ev=6.53 charge=-1
C -0.054 2.872 -0.386
C 0.313 1.453 0.055
S 0.784 1.417 1.815
C -0.489 0.343 2.577
Ga 0.295 -1.300 3.569
N 0.515 -0.833 5.449
C -1.143 -2.748 3.330
C -1.019 -3.944 4.175
N -0.745 -5.141 3.825
C 2.118 -1.752 2.765
Br 2.488 -3.698 2.750
C 3.312 -1.017 3.359
C 3.767 -1.518 4.731
H 0.814 3.518 -0.268
H -0.807 3.242 0.308
H -0.428 2.910 -1.407
H 1.153 1.058 -0.509
H -0.556 0.812 -0.063
H -1.136 0.008 1.765
H -1.075 0.959 3.255
H 1.324 -0.222 5.511
H -0.265 -0.233 5.703
H -1.185 -3.019 2.272
H -2.073 -2.224 3.571
H -1.140 -3.800 5.248
H -0.605 -5.171 2.815
H 2.068 -1.527 1.701
H 3.052 0.039 3.445
H 4.162 -1.069 2.669
H 4.371 -2.414 4.642
H 2.915 -1.713 5.378
H 4.381 -0.752 5.213
C -2.900 3.131 -7.393
C -1.557 3.335 -6.728
O -1.479 2.658 -5.466
C -1.231 1.350 -5.537
O -1.039 0.721 -6.546
O -1.216 0.867 -4.300
C -0.999 -0.546 -4.218
H -3.705 3.430 -6.721
H -2.962 3.732 -8.300
H -3.047 2.086 -7.662
H -1.402 4.384 -6.485
H -0.739 3.005 -7.368
H -0.111 -0.832 -4.776
H -1.865 -1.084 -4.599
H -0.858 -0.772 -3.166

=====

No. 3
56
Properties=species:S:1:pos:R:3 method="wB97M-V/def2-TZVPD" spin_multiplicity=2 gap_ev="6.54 / 6.84" charge=-2 s_squared=0.752 e_above_lowest_kj_mol=33.74
Pd 1.809 0.143 -1.721
C 2.385 0.990 2.422
C 0.956 1.354 2.013
C 0.840 2.874 1.884
C -0.038 0.802 3.041
O 0.725 0.798 0.736
Si -0.684 0.331 0.026
S -0.610 0.576 -2.035
O -1.017 -1.191 0.596
C -0.305 -2.384 0.354
C -0.489 -3.269 1.598
C -0.909 -3.076 -0.873
C 1.186 -2.148 0.137
O -1.891 1.186 0.758
C -3.153 1.507 0.247
C -3.776 0.319 -0.487
C -3.027 2.688 -0.722
C -4.040 1.893 1.445
H 2.588 1.328 3.435
H 3.086 1.466 1.746
H 2.530 -0.085 2.365
H 1.087 3.363 2.826
H -0.172 3.129 1.585
H 1.528 3.206 1.109
H 0.136 1.241 4.023
H 0.063 -0.279 3.106
H -1.052 1.021 2.724
H -1.546 -3.407 1.807
H -0.029 -2.796 2.461
H -0.018 -4.237 1.440
H -1.985 -3.176 -0.737
H -0.470 -4.062 -1.004
H -0.719 -2.477 -1.762
H 1.628 -1.675 1.012
H 1.337 -1.466 -0.726
H 1.707 -3.081 -0.067
H -3.194 0.127 -1.384
H -4.807 0.539 -0.760
H -3.737 -0.562 0.149
H -2.395 2.378 -1.550
H -2.562 3.536 -0.225
H -4.006 2.983 -1.094
H -4.201 1.030 2.087
H -5.005 2.251 1.089
H -3.564 2.675 2.035
F 2.216 -2.052 -2.841
P 2.490 -1.713 -4.439
F 4.061 -1.535 -4.105
F 2.262 -0.116 -4.178
F 2.722 -3.306 -4.699
F 2.773 -1.417 -6.009
F 0.908 -1.892 -4.724
Cl 5.341 1.477 -2.736
Si 3.883 1.031 -1.258
Cl 3.904 3.016 -0.308
Cl 5.250 0.144 0.188

=====

No. 4
46
Properties=species:S:1:pos:R:3 method="wB97M-V/def2-TZVPD" spin_multiplicity=4 gap_ev="4.10 / 5.41" charge=+2 s_squared=3.978 e_above_lowest_kj_mol=0.00
C -3.412 2.156 -6.053
C -3.220 1.020 -5.084
H -4.249 1.918 -6.726
H -2.497 2.299 -6.644
H -3.642 3.079 -5.503
O -3.854 -0.001 -4.983
I -1.577 1.350 -3.734
Cr 0.560 -0.471 -0.163
P 1.947 -1.670 -1.605
C 2.188 -3.453 -1.513
C 1.440 -1.358 -3.313
H 3.509 0.147 -1.485
H 4.258 -1.307 -2.228
H 4.006 -1.218 -0.458
C 3.595 -0.943 -1.435
H 1.283 -0.287 -3.467
H 2.196 -1.742 -4.007
H 2.909 -3.790 -2.271
H 1.226 -3.954 -1.672
H 0.483 -1.860 -3.491
H 2.551 -3.721 -0.514
C -0.018 -2.242 0.485
O -0.296 -3.288 0.936
Cl 0.728 1.488 -1.255
C 1.932 -0.267 3.840
C 0.422 -0.370 3.594
P -0.185 0.265 1.989
C -1.983 -0.035 1.978
C -2.771 0.481 3.183
C 0.006 2.073 1.930
C -0.302 2.835 3.216
H 2.491 -0.963 3.202
H 2.150 -0.546 4.881
H 2.321 0.748 3.672
H 0.106 -1.430 3.593
H -0.148 0.133 4.398
H -2.347 0.418 1.046
H -2.099 -1.123 1.865
H -2.836 1.574 3.199
H -3.804 0.105 3.144
H -2.347 0.145 4.138
H 1.042 2.244 1.595
H -0.627 2.404 1.097
H 0.218 2.418 4.088
H 0.022 3.880 3.105
H -1.375 2.856 3.428

=====

Let's list molecular weight in order: 495.28, 429.05, 665.33, 479.65 g/mol.